{
  "formula": "C10H28FN2O2Zn",
  "method": "ωB97M-V with the def2-TZVPD basis set",
  "elements": ["Zn", "F", "C", "N", "C", "C", "C", "C", "O", "H", "H", "H", "H", "H", "H", "H", "H", "H", "H", "H", "H", "H", "H", "C", "N", "C", "C", "C", "C", "O", "H", "H", "H", "H", "H", "H", "H", "H", "H", "H", "H", "H", "H", "H"],
  "positions_angstrom": [[-0.53288, 0.06204, -4.05665], [0.21278, -0.76011, -2.64437], [0.55380, 2.40386, -0.81391], [2.03311, 2.45645, -0.52029], [2.60680, 3.74400, -1.06877], [2.07356, 2.37988, 0.98033], [2.61104, 1.24604, -1.22081], [4.10014, 1.02938, -0.97342], [4.91845, 1.99563, -1.62314], [0.11677, 1.40561, -0.75379], [0.39423, 2.82172, -1.80982], [-0.10143, 2.94181, -0.12991], [3.64550, 3.77621, -0.75446], [2.25732, 4.55698, -0.42754], [2.37806, 3.82701, -2.12149], [3.11030, 2.48114, 1.30431], [1.76688, 1.40671, 1.35736], [1.51331, 3.21278, 1.39131], [2.41067, 1.27399, -2.29211], [2.10504, 0.36727, -0.81979], [4.40002, 0.07118, -1.40805], [4.26548, 0.94048, 0.10303], [5.60501, 2.20050, -0.97769], [-3.01767, -0.77823, 1.37456], [-3.03827, -2.24455, 1.04534], [-3.07634, -3.08267, 2.32325], [-4.34645, -2.41871, 0.30824], [-1.89658, -2.76350, 0.17740], [-0.53599, -2.30365, 0.68187], [-0.19749, -1.04236, 0.13463], [-3.95678, -0.50652, 1.84785], [-2.88894, -0.32526, 0.39473], [-2.22094, -0.48561, 2.05465], [-2.21094, -2.68402, 2.84786], [-2.93304, -4.11593, 2.02941], [-3.96752, -2.86211, 2.90198], [-4.34300, -3.50289, 0.17317], [-4.34423, -1.90098, -0.64540], [-5.22205, -2.18646, 0.90662], [-2.12219, -2.40479, -0.82602], [-1.98386, -3.84807, 0.13826], [0.22439, -3.05960, 0.45092], [-0.39864, -2.31980, 1.76359], [0.03255, -1.00487, -0.80323]],
  "forces_ev_per_angstrom": [[0.579, -0.747, 0.573], [-0.662, 0.809, -1.177], [-0.894, 0.225, -0.772], [-2.078, -0.532, -0.255], [0.304, 0.172, 2.184], [1.802, 0.060, 0.221], [1.009, -0.497, 0.535], [0.267, -0.236, -0.606], [-0.465, 0.030, 0.980], [0.721, -0.304, -0.043], [0.006, -0.051, -0.005], [0.701, 0.614, 0.172], [0.306, -0.419, -0.980], [-0.911, 0.053, -0.562], [0.291, 0.135, -0.037], [-0.006, 0.188, -0.055], [-0.495, 0.034, -0.342], [-0.162, -0.108, -0.031], [-0.086, 0.540, 0.024], [-0.129, 0.104, 0.112], [-0.500, -0.260, 0.169], [0.204, 0.206, -0.002], [0.376, 0.232, -0.428], [0.679, -0.192, -0.318], [-1.480, 0.095, 0.693], [0.861, 1.237, -0.608], [0.622, -1.966, 0.061], [-0.463, 0.501, 0.682], [0.799, -0.827, -1.071], [0.063, 1.076, 0.771], [-0.111, -0.095, -0.188], [-0.097, 0.575, 0.265], [0.240, -0.276, -0.184], [-0.034, -0.558, 0.480], [-0.290, -0.125, 0.319], [-0.146, -0.183, -0.170], [-0.561, 0.077, -0.582], [0.076, 0.106, 0.070], [0.253, 0.368, 0.207], [0.351, 0.158, -0.043], [-0.062, 0.002, 0.216], [-0.181, -0.002, -0.627], [-0.583, 0.736, 0.086], [-0.112, -0.953, 0.266]],
  "nbo_charge": [1.821, -0.808, -0.427, -0.211, -0.412, -0.424, -0.231, -0.105, -0.705, 0.224, 0.204, 0.259, 0.265, 0.244, 0.236, 0.243, 0.244, 0.249, 0.210, 0.226, 0.218, 0.192, 0.496, -0.407, -0.196, -0.398, -0.410, -0.233, -0.115, -0.758, 0.249, 0.208, 0.238, 0.221, 0.239, 0.254, 0.231, 0.221, 0.257, 0.210, 0.251, 0.221, 0.223, 0.487],
  "total_charge": 3,
  "total_energy_ha": -2535.83295
}

---

{
  "formula": "C22H38N5O5P2PtS",
  "method": "ωB97M-V with the def2-TZVPD basis set",
  "elements": ["Pt", "C", "P", "C", "C", "C", "P", "C", "C", "H", "H", "H", "H", "H", "H", "H", "H", "H", "H", "H", "H", "H", "H", "H", "H", "N", "C", "N", "O", "H", "H", "H", "H", "C", "C", "C", "C", "C", "C", "C", "S", "O", "O", "N", "C", "C", "C", "O", "O", "H", "H", "H", "H", "H", "H", "H", "H", "H", "H", "H", "H", "N", "C", "C", "C", "N", "C", "C", "H", "H", "H", "H", "H", "H"],
  "positions_angstrom": [[0.73878, 1.04757, -0.00323], [0.15598, 1.15947, 3.78527], [1.06758, 0.55037, 2.30807], [1.45848, -1.17043, 2.79557], [2.70078, 1.38097, 2.54317], [3.74218, 0.86777, 1.55597], [3.18908, 1.05437, -0.19303], [3.33268, 2.88447, -0.44903], [4.65218, 0.50717, -1.14753], [0.14398, 2.24697, 3.78227], [0.63908, 0.80547, 4.69407], [-0.86882, 0.79377, 3.77757], [2.05778, -1.15053, 3.70607], [2.01508, -1.65783, 1.99847], [0.53848, -1.72223, 2.97877], [3.03418, 1.22577, 3.57327], [2.53718, 2.45307, 2.39727], [3.93378, -0.19203, 1.72287], [4.68348, 1.41107, 1.67477], [4.32048, 3.25317, -0.18513], [2.57908, 3.41047, 0.13307], [3.15448, 3.08127, -1.50343], [5.47398, 1.19937, -0.97873], [4.40938, 0.50117, -2.20713], [4.93338, -0.49513, -0.84213], [-1.48472, 0.42727, -2.02373], [-0.37762, 0.60547, -2.78193], [-0.44832, 0.12417, -4.03533], [0.60538, 1.23717, -2.36903], [-2.15782, -0.26433, -2.34193], [-1.37682, 0.58317, -1.02453], [-1.19322, -0.51203, -4.27933], [0.37228, 0.13587, -4.61363], [-3.49202, -3.52313, 3.21107], [-3.14362, -3.41233, 1.75927], [-3.46362, -2.26963, 1.03377], [-3.13322, -2.16843, -0.30633], [-2.50242, -3.22193, -0.93823], [-2.20622, -4.38313, -0.24633], [-2.51432, -4.46613, 1.10137], [-2.01092, -3.05683, -2.64893], [-2.17912, -4.28873, -3.34353], [-2.62512, -1.86353, -3.19653], [-0.39392, -2.67323, -2.59713], [0.52728, -3.61853, -1.99693], [1.86458, -2.93443, -1.73093], [1.75598, -1.71163, -0.79863], [2.81218, -1.27343, -0.31753], [0.62148, -1.21913, -0.59963], [-4.25092, -2.79503, 3.48567], [-2.60972, -3.34913, 3.82677], [-3.85862, -4.52023, 3.44187], [-3.99472, -1.46133, 1.51577], [-3.39982, -1.29423, -0.87793], [-1.77222, -5.22173, -0.76893], [-2.28512, -5.36653, 1.65227], [-0.30422, -1.79413, -2.09203], [0.64478, -4.45193, -2.69083], [0.13278, -4.01153, -1.04903], [2.29418, -2.55713, -2.66243], [2.56638, -3.63953, -1.28723], [-2.99182, 6.22147, -0.52973], [-2.11862, 5.21807, -0.34633], [-1.11762, 4.92497, -1.28673], [-0.26312, 3.87277, -1.06893], [-0.33152, 3.09207, 0.01337], [-1.27192, 3.36787, 0.92217], [-2.16732, 4.40047, 0.79447], [-2.93662, 6.80327, -1.34523], [-3.70312, 6.41597, 0.15127], [-1.02722, 5.51717, -2.18183], [0.49978, 3.62597, -1.79433], [-1.30272, 2.72307, 1.79087], [-2.90962, 4.58097, 1.55477]],
  "forces_ev_per_angstrom": [[0.343, -0.584, 0.350], [-0.087, -0.062, -0.504], [0.603, 0.250, 0.029], [-0.205, 0.227, -0.296], [-0.213, -0.043, 0.074], [-0.122, -0.077, -0.258], [-0.072, 1.115, 0.566], [0.042, -0.374, 0.123], [-0.416, -0.167, -0.073], [-0.021, 0.087, 0.030], [0.119, -0.003, 0.008], [-0.071, -0.006, -0.019], [-0.017, 0.008, 0.044], [0.000, -0.024, -0.037], [-0.041, -0.047, -0.025], [0.003, 0.035, -0.022], [-0.010, -0.022, 0.090], [0.082, -0.016, -0.047], [-0.021, -0.042, -0.030], [0.168, 0.066, 0.025], [-0.036, 0.050, 0.021], [-0.038, 0.071, -0.128], [-0.026, 0.159, 0.070], [0.015, -0.033, -0.109], [-0.025, -0.005, -0.032], [-0.130, 0.000, 0.186], [-0.764, 0.003, -0.449], [-0.030, 0.008, -0.130], [0.734, 0.231, 0.627], [-0.008, 0.098, 0.141], [-0.247, -0.104, -0.433], [0.037, -0.014, -0.005], [0.054, 0.085, 0.087], [0.043, -0.009, 0.007], [-0.039, 0.002, -0.116], [0.082, -0.049, -0.046], [-0.059, 0.172, -0.018], [0.020, 0.073, -0.633], [-0.009, -0.221, 0.071], [-0.012, 0.084, -0.075], [0.711, 0.333, -0.077], [0.120, -0.301, 0.279], [-0.189, -0.051, 0.272], [-1.003, -0.041, -0.276], [0.204, -0.538, 0.142], [-0.443, 0.278, 0.249], [0.829, -1.008, -0.331], [0.453, -0.275, 0.186], [-0.721, 1.039, 0.285], [-0.043, 0.012, 0.072], [0.036, 0.020, 0.089], [-0.058, -0.045, 0.070], [-0.035, 0.077, 0.046], [-0.098, 0.118, -0.002], [0.036, -0.109, -0.004], [0.018, -0.122, 0.000], [-0.132, 0.077, 0.045], [0.109, -0.042, 0.126], [0.161, 0.037, -0.081], [0.064, -0.084, -0.014], [0.040, 0.055, -0.075], [-0.120, 0.187, -0.030], [0.260, -0.351, 0.036], [-0.017, 0.010, 0.084], [-0.115, 0.279, -0.205], [0.508, -0.670, 0.030], [-0.149, 0.153, 0.106], [0.046, -0.009, -0.061], [-0.063, 0.042, 0.018], [0.002, 0.047, -0.051], [0.064, 0.073, -0.158], [-0.017, -0.038, -0.003], [-0.014, -0.032, 0.016], [-0.071, -0.043, 0.153]],
  "mulliken_spin": [1.206, 0.003, 0.176, 0.020, -0.004, 0.015, 0.244, 0.056, 0.035, 0.003, 0.002, 0.000, 0.000, 0.003, -0.003, 0.002, 0.000, 0.001, 0.003, 0.007, -0.006, -0.002, 0.008, -0.003, -0.001, -0.003, -0.018, 0.001, 0.067, -0.005, 0.005, 0.001, -0.001, 0.000, 0.000, -0.005, 0.008, -0.003, 0.002, 0.000, 0.000, 0.000, 0.000, 0.002, -0.001, 0.017, 0.005, 0.041, 0.071, 0.000, 0.000, 0.000, 0.000, 0.001, 0.000, 0.000, -0.003, 0.001, -0.001, 0.003, 0.000, 0.001, -0.003, 0.006, 0.005, 0.037, -0.005, 0.014, 0.000, 0.000, 0.001, -0.001, -0.006, 0.001],
  "total_charge": 1,
  "spin_multiplicity": 3,
  "total_energy_ha": -2711.20868
}

---

{
  "formula": "C31H49BN5O9RbS2Si",
  "method": "ωB97M-V with the def2-TZVPD basis set",
  "elements": ["Rb", "C", "C", "C", "N", "N", "C", "N", "S", "H", "H", "H", "H", "H", "H", "H", "O", "C", "O", "C", "C", "C", "C", "C", "C", "N", "O", "O", "H", "H", "H", "H", "B", "C", "N", "H", "H", "H", "C", "S", "O", "C", "C", "C", "C", "C", "C", "H", "H", "H", "H", "H", "H", "H", "H", "C", "C", "C", "C", "O", "Si", "O", "O", "C", "C", "C", "C", "O", "C", "C", "C", "C", "H", "H", "H", "H", "H", "H", "H", "H", "H", "H", "H", "H", "H", "H", "H", "H", "H", "H", "H", "H", "H", "H", "H", "H", "H", "H", "H"],
  "positions_angstrom": [[-0.23638, -2.27618, 0.84704], [1.51657, 3.03390, 6.00152], [1.46900, 3.34404, 4.50416], [0.54470, 2.43600, 3.75806], [0.93988, 1.44048, 3.04987], [-0.08211, 0.70018, 2.49767], [-1.25276, 1.16587, 2.81281], [-2.43702, 0.66457, 2.38837], [-1.18456, 2.58384, 3.82568], [2.21639, 3.69554, 6.51542], [1.83135, 2.00275, 6.16424], [0.53360, 3.15721, 6.45977], [2.45597, 3.21293, 4.05880], [1.17352, 4.38420, 4.34589], [-2.46490, -0.27617, 1.98032], [-3.25595, 0.91732, 2.91171], [-2.55760, -3.50630, -0.07053], [-3.24489, -2.82127, 0.70720], [-2.85319, -1.97663, 1.55569], [-4.75462, -3.04098, 0.63404], [-5.29500, -3.77405, -0.41351], [-6.66518, -3.99512, -0.49900], [-7.51239, -3.49622, 0.47629], [-6.95236, -2.76946, 1.51206], [-5.59649, -2.52591, 1.61001], [-7.85776, -2.22890, 2.55468], [-7.38661, -1.48369, 3.38848], [-9.03114, -2.55890, 2.51526], [-4.60886, -4.16943, -1.15108], [-7.07629, -4.56159, -1.32536], [-8.57970, -3.65742, 0.44816], [-5.17964, -1.95138, 2.42419], [1.37412, -4.90257, 5.58648], [1.00498, -4.12231, 4.23616], [0.74843, -3.55855, 3.25893], [1.98887, -5.91831, 5.29093], [2.06945, -4.17289, 6.28042], [0.34044, -5.18812, 6.17362], [2.56681, 0.11337, 0.47871], [2.85051, -1.48669, 1.22866], [2.65259, -2.52065, 0.15588], [4.61451, -1.32154, 1.45430], [5.45046, -2.07489, 0.65046], [6.82719, -1.95617, 0.81006], [7.34906, -1.09674, 1.76685], [6.49413, -0.35643, 2.57757], [5.12101, -0.47102, 2.42776], [3.29754, 0.27372, -0.31668], [2.65795, 0.85534, 1.27423], [1.54325, 0.13553, 0.05595], [5.00535, -2.73766, -0.08183], [7.49242, -2.54068, 0.18612], [8.42166, -1.00591, 1.88763], [6.89928, 0.30560, 3.33300], [4.44496, 0.08735, 3.06631], [-2.98172, 0.47421, -2.47330], [-2.50201, 1.79844, -3.06815], [-3.39036, 2.93808, -2.58309], [-2.51147, 1.73375, -4.59212], [-1.19401, 2.10736, -2.62305], [0.05010, 1.03607, -2.30213], [-0.14363, 0.18714, -1.01215], [1.40512, 2.02848, -2.28000], [1.55921, 3.26953, -1.62075], [3.05470, 3.44745, -1.38380], [0.81663, 3.28187, -0.28382], [1.03786, 4.38108, -2.52852], [0.19062, 0.21863, -3.75750], [1.15109, -0.74616, -4.15876], [0.49671, -1.54054, -5.28177], [1.53178, -1.67819, -3.01518], [2.38879, -0.01807, -4.67995], [-4.03143, 0.30033, -2.72826], [-2.86787, 0.48798, -1.38865], [-2.38597, -0.35989, -2.85180], [-4.42207, 2.80402, -2.92128], [-3.01289, 3.88901, -2.96710], [-3.37908, 2.97649, -1.49210], [-3.50639, 1.46163, -4.95735], [-1.78649, 0.99366, -4.93431], [-2.23752, 2.70706, -5.00784], [3.42316, 2.68793, -0.69159], [3.26807, 4.43541, -0.96498], [3.58988, 3.34061, -2.33029], [1.11262, 2.42640, 0.32673], [-0.26290, 3.21576, -0.44012], [1.03934, 4.20515, 0.26049], [1.63558, 4.42562, -3.44249], [1.09479, 5.34912, -2.02112], [0.00035, 4.17734, -2.79985], [-0.37353, -2.07786, -4.89942], [1.19723, -2.26488, -5.70748], [0.16634, -0.86161, -6.07151], [0.63922, -2.13142, -2.58359], [2.03997, -1.14807, -2.21131], [2.19519, -2.46776, -3.37772], [2.13919, 0.55784, -5.57511], [3.17986, -0.73218, -4.92710], [2.75540, 0.67418, -3.92017]],
  "forces_ev_per_angstrom": [[0.309, 0.275, -0.229], [-0.016, -0.019, -0.011], [0.008, -0.010, -0.004], [0.116, -0.001, 0.034], [-0.210, -0.131, -0.121], [0.241, 0.057, 0.157], [-0.155, -0.186, -0.140], [0.082, 0.045, -0.014], [-0.083, 0.122, 0.064], [-0.001, 0.001, -0.010], [-0.002, 0.008, -0.002], [0.006, 0.001, -0.008], [0.007, 0.001, 0.002], [0.007, 0.009, -0.010], [0.027, 0.050, 0.022], [0.014, -0.017, 0.006], [-0.186, 0.075, 0.054], [0.019, 0.016, 0.012], [-0.415, -0.103, -0.080], [-0.086, -0.022, 0.018], [-0.086, -0.056, -0.017], [0.033, 0.012, 0.004], [-0.045, -0.057, -0.069], [-0.189, 0.117, 0.225], [0.076, 0.067, -0.004], [0.235, -0.112, -0.256], [-0.053, 0.003, 0.045], [-0.036, 0.033, 0.047], [0.003, 0.010, 0.006], [0.008, 0.002, 0.004], [0.011, 0.004, -0.002], [0.000, -0.011, -0.009], [-0.001, 0.022, -0.043], [0.059, -0.060, 0.118], [0.044, -0.109, 0.162], [-0.028, 0.052, -0.001], [-0.033, -0.020, -0.047], [0.034, 0.026, -0.045], [0.130, 0.078, -0.126], [-0.291, -0.225, -0.090], [0.237, 0.286, 0.172], [0.062, 0.027, -0.100], [0.164, 0.030, 0.033], [-0.048, -0.005, 0.009], [-0.042, 0.005, -0.008], [0.000, -0.016, -0.020], [0.036, -0.007, 0.033], [-0.026, -0.001, 0.015], [0.005, 0.003, -0.051], [0.098, -0.093, 0.106], [-0.006, 0.015, 0.016], [0.005, 0.004, 0.000], [0.000, -0.008, 0.006], [0.004, -0.003, -0.002], [-0.003, -0.010, -0.027], [-0.049, -0.031, -0.005], [0.026, -0.162, 0.205], [-0.078, 0.040, 0.013], [-0.013, -0.008, -0.105], [0.084, 0.142, -0.239], [-0.061, -0.024, 0.207], [0.107, -0.316, 0.043], [-0.020, -0.070, -0.218], [-0.100, -0.106, 0.133], [0.076, 0.045, 0.018], [-0.041, 0.018, 0.072], [-0.051, 0.092, -0.032], [0.054, 0.032, 0.053], [-0.054, 0.109, 0.112], [-0.003, -0.084, -0.076], [-0.012, -0.051, 0.026], [0.072, 0.028, -0.019], [0.006, -0.001, -0.010], [0.002, -0.012, -0.015], [-0.024, 0.045, 0.019], [0.021, 0.009, 0.007], [-0.006, -0.007, 0.006], [0.000, -0.008, -0.015], [0.005, 0.020, -0.015], [-0.044, 0.030, 0.038], [0.011, -0.010, -0.007], [-0.022, 0.005, -0.016], [0.007, -0.018, -0.005], [-0.003, 0.013, 0.014], [-0.033, 0.081, -0.038], [0.058, -0.002, -0.005], [-0.012, 0.003, 0.007], [-0.010, -0.003, -0.005], [0.017, 0.012, -0.028], [0.077, 0.004, 0.047], [0.010, 0.014, -0.002], [-0.020, 0.010, 0.005], [0.006, -0.007, 0.009], [-0.010, -0.005, -0.006], [0.013, 0.033, 0.009], [0.001, -0.012, 0.008], [-0.004, 0.008, 0.023], [-0.008, 0.014, -0.027], [-0.013, -0.042, -0.009]],
  "mulliken_charge": [1.172, -1.089, -0.518, 0.361, -0.396, 0.172, 0.354, -0.289, -0.334, 0.352, 0.310, 0.309, 0.223, 0.317, 0.202, 0.251, -0.865, 0.741, -1.043, -0.095, -0.554, -0.494, -0.436, 0.136, -0.291, 1.032, -0.611, -0.650, 0.469, 0.374, 0.460, 0.566, 0.095, -0.046, -0.520, -0.173, -0.177, -0.172, 0.468, 0.484, -0.565, 0.129, -0.305, -0.573, -0.414, -0.539, -0.484, 0.566, 0.430, -1.298, 0.421, 0.363, 0.353, 0.362, 0.508, -1.491, 2.070, -1.962, -1.536, 0.263, -1.602, 0.895, -0.078, 1.907, -1.790, -0.946, -1.711, -0.402, 2.122, -2.012, -1.447, -1.645, 0.582, 0.192, 0.128, 0.445, 0.346, 0.362, 0.438, 0.037, 0.344, 0.205, 0.397, 0.367, -0.097, 0.095, 0.582, 0.363, 0.417, 0.048, 0.362, 0.434, 0.379, 0.143, 0.208, 0.571, 0.373, 0.413, 0.178],
  "total_charge": -2,
  "relative_energy_kcal_mol": 0.0
}